{"formula": "C3H10O4S", "method": "ωB97M-V/def2-TZVPD", "multiplicity": 2, "homo_lumo_gap_ev": [9.4, 4.4], "lumo_energy_ev": [-4.4316, -9.4350], "charge": 1, "de_lowest_kj_mol": 142.5, "largest_force_ev_per_a": 5.3, "elements": ["O", "H", "H", "H", "O", "C", "O", "C", "H", "H", "H", "C", "H", "H", "S", "H", "O", "H"], "xyz": [[-3.41, -0.89, 0.51], [0.59, -2.95, 0.82], [0.67, -0.79, -2.42], [-3.33, -1.67, 0.97], [1.09, -2.19, 0.66], [0.40, 0.01, -1.76], [-0.53, 3.09, 2.41], [1.38, -0.30, -0.51], [1.95, 0.61, -0.04], [-2.61, -0.40, 0.52], [-0.98, 2.52, 3.01], [0.55, -1.06, 0.47], [0.02, 2.46, 1.82], [2.27, 1.35, -2.46], [0.97, 1.65, -2.33], [2.25, -0.77, -0.93], [-0.59, -0.69, 0.85], [-0.70, 0.03, -1.59]]}